This record from the Open Molecules 2025 dataset describes C10H34ClN8NbO20P as an isolated structure in a non-equilibrium geometry. The level of theory is the ωB97M-V functional and the def2-TZVPD basis.

```
75
Properties=species:S:1:pos:R:3:forces:R:3
C 1.4658 -2.8090 1.0551 0.08 0.14 0.02
O 0.9668 -2.0093 -0.0029 -0.54 -0.12 0.34
C -0.2959 -2.4298 -0.4977 -1.27 -0.71 -0.62
Nb -1.8496 -1.0984 0.5580 3.80 3.88 1.00
Cl -0.4531 0.9126 0.9019 -0.91 -0.96 -0.11
P -3.4007 -3.1567 0.5293 0.26 0.19 1.42
O -3.2605 -3.9754 1.7720 0.05 -0.30 -0.42
O -4.9607 -2.6720 0.3784 0.41 -0.34 -0.63
O -3.1023 -4.1146 -0.7718 -0.65 0.29 0.06
H 0.7361 -3.5397 1.4073 -0.11 0.09 -0.02
H 2.3501 -3.3482 0.6994 0.04 0.05 0.07
H 1.7272 -2.1564 1.8901 0.08 -0.07 0.02
H -0.4556 -3.5087 -0.4016 0.33 -0.01 0.05
H -0.3238 -2.2126 -1.5687 0.00 0.12 0.06
H -1.3140 -1.7308 2.1833 -0.16 -1.00 -0.38
H -3.3285 -0.2460 1.2146 -0.71 -0.85 -0.45
H -2.3819 -0.6383 -1.1363 -0.51 -0.65 -0.42
H -4.9579 -1.7818 0.7629 -0.07 -0.03 -0.17
H -2.3361 -4.6356 -0.4916 -0.11 -0.15 -0.16
C -3.2284 -8.3149 -0.7508 -0.13 -0.09 0.09
N -2.0389 -7.6275 -0.1835 -0.03 0.14 0.14
O -1.6741 -7.9397 0.9325 0.00 -0.05 -0.14
O -1.5175 -6.7830 -0.8774 0.09 -0.03 -0.01
H -3.5898 -9.0318 -0.0233 0.04 0.02 0.03
H -3.9703 -7.5481 -0.9560 0.05 0.04 -0.05
H -2.9131 -8.8038 -1.6676 0.00 0.08 -0.04
C 0.9725 3.4329 2.5349 -0.03 -0.16 0.14
N 2.0193 4.2505 3.2060 -0.03 -0.02 0.04
O 2.3739 3.9366 4.3234 0.00 0.07 -0.06
O 2.4672 5.2014 2.5874 -0.05 -0.06 -0.03
H 0.6772 2.6324 3.2016 0.05 0.01 0.03
H 0.1373 4.0902 2.3143 0.05 0.02 -0.13
H 1.3959 3.0387 1.6170 -0.06 0.10 -0.07
C -1.4439 -2.5258 6.0714 0.20 -0.12 0.01
N -1.7120 -1.7659 4.8203 0.04 0.01 -0.09
O -0.8013 -1.1090 4.3540 -0.07 0.12 0.37
O -2.8265 -1.8651 4.3624 -0.05 0.20 0.11
H -0.4162 -2.3491 6.3673 0.00 0.02 -0.04
H -2.1389 -2.1661 6.8238 -0.06 -0.05 -0.03
H -1.6187 -3.5763 5.8570 -0.09 0.02 0.00
C 2.0859 2.9803 -2.0965 0.13 -0.07 -0.22
N 0.7043 3.4882 -1.8720 -0.04 -0.08 -0.02
O 0.0607 3.8502 -2.8376 0.06 0.04 0.09
O 0.3106 3.5002 -0.7253 0.03 0.21 -0.04
H 2.3135 3.0156 -3.1597 -0.15 -0.01 0.27
H 2.7543 3.6205 -1.5272 -0.02 -0.05 0.08
H 2.1159 1.9608 -1.7199 -0.03 0.04 0.11
C 2.5323 5.1970 -6.5545 0.27 0.08 0.11
N 2.8487 4.2305 -5.4700 -0.02 0.03 -0.03
O 3.9266 4.3176 -4.9115 -0.09 -0.02 -0.01
O 1.9931 3.4102 -5.2094 0.15 0.00 -0.23
H 3.3788 5.8627 -6.6774 0.03 -0.03 0.03
H 2.3503 4.6260 -7.4571 -0.10 -0.02 0.02
H 1.6443 5.7424 -6.2586 -0.07 -0.09 -0.03
C -1.2192 5.9015 -9.6572 -0.02 -0.09 -0.15
N 0.0272 5.9684 -8.8476 -0.05 -0.04 -0.04
O 1.0417 5.5006 -9.3270 -0.07 0.09 0.02
O -0.0597 6.4877 -7.7554 0.01 0.05 -0.10
H -0.9903 5.4152 -10.5977 0.05 -0.01 0.02
H -1.9462 5.3339 -9.0842 -0.01 0.07 0.05
H -1.5603 6.9207 -9.8102 -0.03 0.00 0.09
C -1.6159 -8.4312 4.0152 -0.01 -0.06 -0.11
N -1.6547 -9.4748 5.0765 0.00 0.00 0.01
O -1.6750 -10.6398 4.7296 0.00 0.06 0.05
O -1.6637 -9.0928 6.2297 0.01 -0.04 -0.05
H -1.6109 -8.9183 3.0506 0.00 -0.05 0.02
H -2.4972 -7.8083 4.1354 0.05 0.06 0.05
H -0.7126 -7.8479 4.1643 -0.05 0.06 0.06
C 4.1329 7.4710 3.5278 -0.01 -0.09 0.18
N 5.1730 8.2939 4.2069 0.01 0.03 -0.01
O 5.5176 7.9699 5.3251 -0.01 0.04 -0.07
O 5.6139 9.2459 3.5912 -0.02 -0.05 0.04
H 3.8371 6.6662 4.1868 0.05 0.00 0.03
H 3.2966 8.1271 3.3077 0.04 0.02 -0.09
H 4.5676 7.0830 2.6130 -0.02 0.06 -0.04
```
Positions in Å, forces in eV/Å.

Summary:
Charge: -1
Calculated total energy: -3202.00215 a.u.
Multiplicity: 1
LUMO: 0.8850 eV
Orbital gap: 5.982 eV